Computed, not measured: C43H62GeN3P2V as an isolated structure, with ωB97M-V/def2-TZVPD.

Geometry as XYZ:
```
112
Properties=species:S:1:pos:R:3:forces:R:3
V 0.236 -0.274 -0.175 -1.304 0.195 0.140
C -3.439 3.453 -0.934 0.006 -0.064 0.129
C -2.423 3.934 -1.923 0.151 0.013 -0.022
C -2.616 5.168 -2.531 -0.038 -0.052 0.000
C -1.676 5.690 -3.399 -0.039 0.123 -0.056
C -0.531 4.969 -3.680 0.032 0.044 -0.164
C -0.342 3.731 -3.093 0.000 -0.056 0.037
C -1.268 3.196 -2.203 -0.012 0.015 -0.056
P -0.925 1.504 -1.439 -0.236 1.113 -1.305
C 0.688 1.190 -2.161 -0.220 0.105 0.711
C 1.792 1.589 -1.374 -0.534 0.163 0.513
C 3.092 1.441 -1.841 0.620 -0.154 -0.586
C 3.322 0.889 -3.085 0.137 0.359 0.595
C 2.239 0.454 -3.849 -0.563 0.026 0.028
C 0.937 0.565 -3.407 0.314 -0.145 -0.523
C -0.169 0.073 -4.285 0.118 -0.053 -0.121
C -2.339 0.646 -2.257 0.259 -0.364 0.547
C -3.154 1.144 -3.268 -0.013 0.105 0.033
C -4.090 0.316 -3.857 -0.076 0.131 -0.119
C -4.220 -0.999 -3.431 0.054 -0.064 0.013
C -3.436 -1.480 -2.401 -0.037 -0.001 -0.118
C -2.488 -0.660 -1.786 -0.317 0.275 -0.288
C -1.686 -1.098 -0.629 0.181 0.084 -0.155
H -4.452 3.665 -1.274 -0.066 -0.021 0.010
H -3.282 3.979 0.009 -0.129 -0.085 0.119
H -3.346 2.380 -0.767 -0.242 0.137 0.109
H -3.518 5.721 -2.309 -0.101 0.103 0.009
H -1.835 6.660 -3.845 -0.025 0.092 -0.081
H 0.212 5.363 -4.359 0.046 0.037 -0.030
H 0.564 3.183 -3.314 0.003 0.004 -0.075
H 1.638 2.194 -0.487 0.065 0.028 -0.122
H 3.920 1.803 -1.246 0.023 -0.019 0.078
H 4.323 0.801 -3.476 0.119 0.015 -0.003
H 2.421 0.040 -4.829 -0.034 -0.118 -0.102
H 0.242 -0.404 -5.173 0.022 0.015 -0.062
H -0.819 0.894 -4.592 -0.068 -0.064 -0.006
H -0.777 -0.663 -3.760 -0.113 0.004 -0.089
H -3.042 2.160 -3.616 0.008 0.038 -0.038
H -4.718 0.693 -4.651 0.007 0.019 -0.075
H -4.942 -1.646 -3.908 -0.089 -0.056 -0.013
H -3.576 -2.491 -2.045 0.050 -0.099 0.025
H -1.641 -2.193 -0.644 0.114 0.082 0.161
H -2.256 -0.817 0.265 0.091 -0.106 0.091
C -0.090 -4.357 2.930 0.098 0.099 -0.028
C -1.002 -3.155 3.174 0.233 0.388 -0.336
C -1.694 -3.345 4.520 0.104 0.228 -0.099
C -2.018 -3.189 2.038 0.110 0.162 -0.057
P 0.000 -1.491 2.952 -0.092 -0.433 1.967
N 0.135 -1.019 1.490 0.360 -0.026 0.718
C -0.915 -0.094 3.971 0.181 -0.333 -0.364
C -2.304 -0.022 3.332 0.027 -0.109 -0.093
C -0.192 1.220 3.653 0.125 -0.091 -0.156
C -1.065 -0.182 5.487 0.109 -0.198 -0.126
C 1.739 -1.796 3.763 -0.414 0.156 -0.339
C 2.475 -0.456 3.771 -0.116 0.039 -0.041
C 2.514 -2.734 2.833 -0.071 -0.065 -0.150
C 1.731 -2.354 5.183 -0.204 0.052 -0.120
H -0.698 -5.254 2.807 -0.156 -0.003 -0.011
H 0.578 -4.545 3.763 0.159 -0.035 0.030
H 0.484 -4.220 2.017 0.103 -0.112 -0.055
H -2.103 -4.356 4.567 -0.006 -0.073 -0.038
H -2.524 -2.656 4.644 -0.067 0.068 0.107
H -1.002 -3.227 5.349 0.015 0.002 0.174
H -2.548 -4.143 2.036 -0.013 -0.090 0.069
H -1.475 -3.084 1.101 -0.170 -0.025 -0.075
H -2.751 -2.394 2.106 -0.113 0.111 -0.084
H -2.206 0.023 2.247 -0.116 0.024 -0.054
H -2.835 0.869 3.672 0.041 0.095 0.065
H -2.913 -0.882 3.590 -0.116 -0.086 0.004
H 0.382 1.125 2.735 0.021 0.201 0.006
H 0.478 1.511 4.456 0.095 0.061 0.049
H -0.922 2.016 3.524 -0.085 0.107 0.005
H -1.618 -1.060 5.801 -0.069 -0.081 0.128
H -1.612 0.703 5.820 -0.070 0.036 0.041
H -0.103 -0.169 5.992 0.067 0.002 0.059
H 2.429 0.008 2.786 0.032 0.120 -0.018
H 3.524 -0.613 4.027 0.056 -0.085 0.006
H 2.060 0.221 4.510 -0.020 0.148 0.038
H 2.171 -2.610 1.805 0.167 -0.056 -0.062
H 2.395 -3.773 3.115 0.000 -0.101 -0.024
H 3.582 -2.518 2.870 0.094 0.123 0.015
H 1.178 -1.716 5.865 -0.020 0.025 0.137
H 2.759 -2.415 5.543 0.092 -0.024 0.028
H 1.306 -3.352 5.227 -0.034 -0.100 0.064
N 1.424 -3.791 -5.217 -0.027 -0.042 -0.114
C 1.692 -3.295 -4.214 -0.329 -0.430 -0.741
C 2.037 -2.674 -3.003 -0.194 0.551 1.236
C 3.392 -2.437 -2.673 0.167 0.137 0.401
C 3.646 -1.824 -1.456 -0.052 -0.259 -0.435
C 2.597 -1.427 -0.653 0.823 0.144 0.582
N 1.290 -1.575 -1.008 0.787 -1.276 -1.290
C 1.041 -2.243 -2.135 0.045 -0.701 -0.751
H 4.181 -2.740 -3.343 0.061 -0.031 -0.017
H 4.662 -1.639 -1.142 0.064 0.019 0.081
H 2.773 -0.956 0.308 0.001 -0.094 -0.045
H -0.002 -2.436 -2.365 0.033 0.149 -0.056
C -1.450 4.605 2.333 0.352 -0.301 -0.427
Ge -0.114 3.917 1.014 0.272 0.199 0.207
C 0.211 5.382 -0.282 -0.138 -0.551 0.237
C 1.631 3.659 1.953 -0.466 -0.031 -0.251
C -0.759 2.108 0.320 0.021 -0.081 -0.221
H -1.358 5.685 2.386 0.053 0.190 -0.031
H -1.281 4.206 3.328 0.084 -0.104 0.115
H -2.470 4.372 2.046 -0.144 -0.060 -0.081
H 0.667 6.210 0.252 0.086 0.065 0.239
H -0.706 5.735 -0.736 -0.161 0.008 -0.104
H 0.886 5.072 -1.072 0.100 -0.062 -0.071
H 2.313 4.460 1.684 0.052 0.154 -0.108
H 2.111 2.717 1.703 0.024 -0.195 -0.054
H 1.495 3.686 3.029 -0.085 -0.037 0.203
H -1.756 1.946 0.742 0.101 -0.052 0.037
H -0.106 1.337 0.773 -0.032 0.767 0.939
```
Forces are in eV/Å.

Values from the calculation:
E_tot   -150845.289 eV
Spin multiplicity   3
Energy relative to the best compared isomer or geometry (same formula, charge and spin)   2.637 eV
Expectation value of S²   2.109